No. 1
{
  "formula": "C8H15N2OS",
  "method": "wB97M-V/def2-TZVPD",
  "elements": ["C", "C", "C", "C", "C", "C", "C", "C", "N", "N", "O", "S", "H", "H", "H", "H", "H", "H", "H", "H", "H", "H", "H", "H", "H", "H", "H"],
  "xyz": [[-1.70, -0.69, 1.71], [1.56, -0.89, 0.16], [0.96, -0.95, -1.24], [0.57, -0.30, 1.16], [0.46, 0.43, -1.65], [-0.10, 0.98, 0.62], [-0.22, 0.43, -3.00], [0.69, 2.24, 0.93], [-0.53, -1.23, 1.43], [-2.76, -1.38, 2.11], [-0.52, 0.87, -0.69], [-1.74, 1.02, 1.53], [1.88, -1.88, 0.50], [2.45, -0.25, 0.15], [1.71, -1.29, -1.95], [0.13, -1.66, -1.26], [1.08, -0.08, 2.11], [1.30, 1.14, -1.65], [-1.05, -0.27, -3.01], [0.49, 0.15, -3.77], [-0.61, 1.42, -3.22], [0.18, 3.10, 0.50], [1.69, 2.18, 0.49], [0.79, 2.39, 2.00], [-0.34, -2.22, 1.51], [-2.73, -2.37, 2.25], [-3.63, -0.90, 2.28]],
  "total_charge": 1,
  "homo_lumo_gap_ha": 0.395,
  "max_force_ev_per_a": 0.67,
  "homo_ha": -0.50073
}

No. 2
{
  "formula": "C8H15N2PS",
  "method": "wB97M-V/def2-TZVPD",
  "elements": ["C", "C", "C", "C", "C", "C", "C", "C", "N", "N", "P", "S", "H", "H", "H", "H", "H", "H", "H", "H", "H", "H", "H", "H", "H", "H", "H"],
  "xyz": [[-3.77, 1.17, 1.40], [-2.87, 1.18, 0.57], [-1.80, 0.30, -1.56], [-0.78, 0.62, -2.58], [-1.65, 1.20, -0.26], [-0.38, 0.54, 1.74], [3.21, -0.63, 0.66], [1.20, -1.87, 0.24], [-0.37, 0.84, 0.42], [1.88, -0.59, 0.18], [1.05, 0.78, -0.39], [2.05, 2.46, -0.02], [-4.62, 0.74, 1.90], [-2.85, 0.38, -1.97], [-1.78, -0.83, -1.20], [-0.57, -0.13, -3.35], [-0.78, 1.69, -3.03], [-1.62, 2.30, -0.46], [-0.84, 1.29, 2.44], [-0.89, -0.40, 2.04], [0.61, 0.53, 2.06], [3.58, 0.28, 1.00], [3.14, -1.34, 1.62], [3.96, -1.07, -0.03], [0.15, -1.83, 0.11], [1.62, -2.35, -0.62], [1.38, -2.09, 1.26]],
  "homo_lumo_gap_ha": [0.266, 0.274],
  "max_force_ev_per_a": 4.76,
  "homo_ha": [-0.29535, -0.28306]
}

No. 3
{
  "formula": "C8H15N3O",
  "method": "wB97M-V/def2-TZVPD",
  "elements": ["C", "C", "C", "C", "C", "C", "C", "C", "N", "N", "N", "O", "H", "H", "H", "H", "H", "H", "H", "H", "H", "H", "H", "H", "H", "H", "H"],
  "xyz": [[1.67, 1.11, -1.52], [0.99, -1.00, 3.65], [0.70, 0.31, -1.93], [0.24, 3.56, 2.65], [0.34, 1.29, 2.94], [-1.27, -1.65, -2.52], [-1.42, -2.18, -0.17], [0.11, -0.58, -0.94], [0.54, 0.13, 3.09], [-0.09, 2.36, 2.42], [-0.87, -1.35, -1.19], [-0.40, 4.65, 2.40], [2.30, 1.60, -2.26], [2.00, 1.22, -0.50], [2.14, -1.08, 3.52], [0.68, -1.14, 4.74], [0.45, 0.36, -2.94], [1.07, 3.90, 3.24], [-1.90, -2.64, -2.71], [-1.94, -0.83, -2.95], [-0.49, -1.73, -3.33], [-1.11, -1.84, 0.79], [-2.48, -2.14, -0.31], [-1.16, -3.17, -0.27], [0.33, -0.51, 0.14], [0.59, -1.80, 3.07], [-1.34, 4.65, 2.08]],
  "total_charge": 2,
  "homo_lumo_gap_ha": 0.360,
  "max_force_ev_per_a": 6.04,
  "homo_ha": -0.63470
}

No. 4
{
  "formula": "C8H15N3O4",
  "method": "wB97M-V/def2-TZVPD",
  "elements": ["C", "C", "N", "C", "O", "C", "N", "C", "C", "C", "N", "O", "C", "O", "O", "H", "H", "H", "H", "H", "H", "H", "H", "H", "H", "H", "H", "H", "H", "H"],
  "xyz": [[-1.34, -3.12, 0.34], [-2.13, -2.04, -0.44], [-1.22, -1.08, -1.03], [-0.27, -0.37, -0.41], [-0.33, -0.10, 0.77], [0.93, 0.05, -1.29], [0.41, 0.10, -2.70], [1.68, 1.27, -0.80], [2.50, 1.05, 0.45], [3.13, 2.37, 0.90], [3.70, 2.36, 2.11], [3.00, 3.42, 0.27], [-3.31, -1.43, 0.34], [-4.47, -1.68, 0.21], [-2.92, -0.61, 1.33], [-2.03, -3.88, 0.71], [-0.73, -3.58, -0.49], [-0.65, -2.72, 1.11], [-2.66, -2.50, -1.28], [-1.05, -1.15, -2.05], [1.62, -0.79, -1.35], [1.19, 0.09, -3.36], [0.00, 1.03, -2.94], [2.39, 1.60, -1.61], [0.98, 2.12, -0.65], [3.23, 0.24, 0.36], [1.85, 0.76, 1.30], [4.03, 1.49, 2.54], [4.18, 3.21, 2.44], [-1.96, -0.51, 1.42]],
  "homo_lumo_gap_ha": 0.378,
  "smiles": "C[C@H](NC(=O)[C@@H](N)CCC(N)=O)C(=O)O",
  "max_force_ev_per_a": 2.47,
  "homo_ha": -0.36103
}

No. 5
{
  "formula": "C8H15N3O4S",
  "method": "wB97M-V/def2-TZVPD",
  "elements": ["N", "C", "O", "C", "C", "C", "N", "C", "O", "N", "C", "C", "S", "C", "O", "O", "H", "H", "H", "H", "H", "H", "H", "H", "H", "H", "H", "H", "H", "H", "H"],
  "xyz": [[-2.91, 1.79, 3.42], [-1.60, 1.76, 3.17], [-0.81, 2.51, 3.68], [-1.12, 0.53, 2.34], [0.44, 0.54, 2.30], [0.96, -0.49, 1.31], [2.40, -0.72, 1.50], [0.72, -0.11, -0.17], [1.20, 0.89, -0.61], [-0.08, -0.98, -0.88], [0.07, -0.96, -2.25], [-0.22, 0.42, -2.96], [-0.51, 0.26, -4.83], [1.51, -1.56, -2.58], [2.04, -2.19, -1.66], [2.01, -1.51, -3.84], [-3.54, 1.16, 2.95], [-3.33, 2.51, 4.02], [-1.45, -0.44, 2.69], [-1.60, 0.53, 1.38], [0.73, 1.52, 1.98], [0.84, 0.34, 3.26], [0.48, -1.46, 1.58], [2.55, -1.54, 0.94], [2.89, 0.00, 0.92], [0.00, -1.92, -0.59], [-0.72, -1.71, -2.62], [0.63, 1.15, -2.90], [-1.11, 0.86, -2.45], [-1.81, 0.05, -4.64], [1.34, -1.22, -4.47]],
  "homo_lumo_gap_ha": 0.357,
  "smiles": "NC(=O)CC[C@H](N)C(=O)N[C@@H](CS)C(=O)O",
  "max_force_ev_per_a": 4.20,
  "homo_ha": -0.34867
}

No. 6
{
  "formula": "C8H15N5",
  "method": "wB97M-V/def2-TZVPD",
  "elements": ["C", "N", "C", "C", "C", "N", "C", "C", "C", "N", "C", "N", "N", "H", "H", "H", "H", "H", "H", "H", "H", "H", "H", "H", "H", "H", "H", "H"],
  "xyz": [[-0.73, -1.33, -1.75], [-0.69, -0.09, -0.94], [-0.22, 1.07, -1.74], [1.19, 0.94, -2.13], [2.11, 0.75, -0.91], [2.12, 1.95, -0.01], [-0.87, -0.19, 0.39], [-1.01, 0.92, 1.25], [-1.17, 0.67, 2.60], [-1.28, -0.54, 3.09], [-1.19, -1.54, 2.20], [-1.43, -2.78, 2.75], [-1.03, -1.43, 0.86], [-1.04, -1.09, -2.78], [-1.53, -1.96, -1.28], [0.22, -1.81, -1.77], [-0.32, 2.05, -1.17], [-0.86, 1.18, -2.66], [1.47, 0.12, -2.85], [1.60, 1.83, -2.58], [3.12, 0.69, -1.36], [1.80, -0.22, -0.33], [2.98, 1.87, 0.59], [1.26, 1.99, 0.58], [-1.11, 1.89, 0.80], [-1.25, 1.48, 3.36], [-1.14, -3.53, 2.11], [-0.98, -2.89, 3.69]],
  "homo_lumo_gap_ha": 0.331,
  "smiles": "CN(CCCN)c1ccnc(N)n1",
  "max_force_ev_per_a": 2.98,
  "homo_ha": -0.29912
}

No. 7
{
  "formula": "C8H15NOS",
  "method": "wB97M-V/def2-TZVPD",
  "elements": ["C", "C", "C", "S", "C", "C", "C", "C", "C", "N", "O", "H", "H", "H", "H", "H", "H", "H", "H", "H", "H", "H", "H", "H", "H", "H"],
  "xyz": [[0.57, -2.33, 1.10], [-0.14, -1.84, 0.11], [-0.15, -2.19, -1.35], [-1.49, -0.95, 0.74], [-0.93, 0.84, 0.04], [-1.25, 1.94, 1.09], [-1.86, 1.03, -1.07], [0.42, 0.68, -0.41], [1.55, 0.53, 0.31], [2.91, 0.65, -0.10], [1.63, 0.32, 1.63], [0.27, -2.02, 2.07], [1.49, -2.82, 0.95], [-1.17, -2.42, -1.48], [0.48, -2.89, -1.75], [0.12, -1.18, -1.82], [-1.07, 1.74, 2.16], [-2.24, 2.33, 0.90], [-0.52, 2.81, 0.95], [-1.72, 2.00, -1.62], [-2.93, 1.04, -0.56], [-1.90, 0.26, -1.79], [0.53, 1.00, -1.39], [3.00, 0.56, -1.11], [3.68, 0.28, 0.42], [0.70, 0.62, 1.96]],
  "homo_lumo_gap_ha": 0.320,
  "smiles": "C=C(C)SC(C)(C)/C=C(/N)O",
  "max_force_ev_per_a": 4.79,
  "homo_ha": -0.29265
}

No. 8
{
  "formula": "C8H15NOS2",
  "method": "wB97M-V/def2-TZVPD",
  "elements": ["C", "C", "C", "C", "C", "N", "H", "H", "H", "H", "H", "H", "H", "H", "H", "C", "S", "C", "O", "S", "C", "H", "H", "H", "H", "H", "H"],
  "xyz": [[-2.10, 1.28, 0.64], [-2.00, -0.13, -0.08], [-2.04, -1.32, 0.88], [-3.20, -0.12, -1.03], [-0.72, -0.10, -0.79], [0.34, -0.14, -1.20], [-2.24, 1.99, -0.12], [-2.90, 1.21, 1.34], [-1.18, 1.33, 1.29], [-1.05, -1.30, 1.47], [-2.14, -2.25, 0.43], [-2.85, -1.21, 1.65], [-4.05, -0.25, -0.38], [-3.15, -1.13, -1.67], [-3.21, 0.70, -1.84], [4.20, 2.32, -0.45], [2.90, 1.82, 0.90], [2.52, 0.18, 0.66], [1.70, -0.43, 1.36], [3.31, -0.69, -0.73], [2.39, -2.31, -0.72], [3.85, 3.25, -0.95], [4.12, 1.47, -1.13], [5.15, 2.49, 0.16], [1.65, -2.28, 0.09], [3.03, -3.18, -0.63], [1.72, -2.13, -1.64]],
  "homo_lumo_gap_ha": 0.350,
  "smiles": "CC(C)(C)C#N.CSC(=O)SC",
  "max_force_ev_per_a": 4.11,
  "homo_ha": -0.32422
}

No. 9
{
  "formula": "C8H15OP",
  "method": "wB97M-V/def2-TZVPD",
  "elements": ["C", "C", "C", "C", "C", "C", "C", "C", "O", "P", "H", "H", "H", "H", "H", "H", "H", "H", "H", "H", "H", "H", "H", "H", "H"],
  "xyz": [[0.43, 1.88, 0.75], [1.53, 1.12, -0.04], [0.45, -1.17, 0.29], [-0.86, 2.13, -0.04], [0.71, -0.35, -2.08], [1.25, -0.28, -0.68], [-1.02, -0.79, 0.69], [-1.95, -1.96, 0.35], [-3.15, 0.69, -0.56], [-1.70, 0.52, -0.48], [0.27, 1.08, 1.52], [0.87, 2.72, 1.22], [2.01, 1.65, -0.93], [2.34, 0.90, 0.74], [0.33, -2.13, -0.13], [0.91, -1.37, 1.26], [-1.56, 2.76, 0.56], [-0.41, 2.47, -0.99], [0.81, 0.35, -2.79], [0.54, -1.37, -2.42], [2.15, -0.81, -0.67], [-0.94, -0.42, 1.67], [-1.86, -1.98, -0.73], [-2.86, -1.60, 0.55], [-1.57, -2.79, 1.01]],
  "s2": 2.0069,
  "homo_lumo_gap_ha": [0.287, 0.312],
  "multiplicity": 3,
  "max_force_ev_per_a": 4.24,
  "homo_ha": [-0.25465, -0.35613]
}